1.
Formula: C28H30LaN6O8S3
Source: the OMol25 dataset
Level of theory: ωB97M-V with the def2-TZVPD basis set

Values from the calculation:
Net charge: -1
ΔE to the lowest compared entry with this formula, charge and spin: 30.24 kcal/mol
Frontier orbital gap: 6.535 eV

Each line ends with the Mulliken charge.
Atoms and positions in Å:
La -0.206088 -0.009784 -0.617120  1.85
O -0.709324 -2.814140 2.417825  -0.81
C -0.295894 -2.422688 1.326304  1.21
O 0.435470 -1.417376 1.109533  -0.55
C -0.601718 -3.308544 0.109092  0.27
C -1.096539 -4.595782 0.291711  -1.02
C -1.329786 -5.390761 -0.814681  -0.50
C -1.060957 -4.866638 -2.071155  -1.03
C -0.570667 -3.572182 -2.154319  -0.30
N -0.335344 -2.808669 -1.095649  0.73
H -1.286385 -4.926004 1.300171  0.50
H -1.713774 -6.395970 -0.706652  0.45
H -1.230483 -5.445735 -2.968404  0.41
H -0.337055 -3.131857 -3.117973  0.45
N 0.436036 2.312975 -2.156561  -0.32
C 1.475995 3.177097 -1.609264  -0.66
C 1.463538 3.070693 -0.081322  -0.59
N 1.632008 1.672207 0.320716  -0.22
H 0.471694 2.311829 -3.172245  0.20
H -0.476393 2.667317 -1.866756  0.26
H 1.335118 4.236730 -1.880866  0.47
H 2.444298 2.841011 -1.994316  0.26
H 0.488731 3.411917 0.280924  0.20
H 2.247744 3.720242 0.339019  0.44
H 1.493680 1.586644 1.326768  0.27
H 2.593103 1.376863 0.140556  -0.02
O -3.946855 -1.381772 -1.822721  -0.75
S -3.101937 -0.522484 -1.022176  1.40
O -2.186104 0.278530 -1.855427  -0.75
O -2.347271 -1.237357 0.004136  -0.34
C -4.217842 0.566133 -0.116054  -0.23
C -5.572490 0.303902 -0.254764  -0.56
C -6.511524 1.068548 0.417915  -0.55
C -6.093432 2.103153 1.241473  -0.57
C -4.738732 2.334699 1.411639  -0.57
C -3.800842 1.561787 0.744040  -0.53
S -2.078624 2.057189 0.942356  1.61
O -2.104494 3.149365 1.894707  -0.76
O -1.673755 2.490248 -0.398055  -0.81
O -1.274563 0.918628 1.388639  -0.63
H -5.863631 -0.503704 -0.909054  0.55
H -7.565038 0.864360 0.288125  0.39
H -6.819554 2.733130 1.736608  0.39
H -4.362192 3.114512 2.055999  0.56
C 1.487406 -0.636052 -2.523816  -2.40
C 2.840411 -0.233621 -2.259699  1.15
C 3.594449 -0.839715 -1.223715  -0.04
C 4.917272 -0.556251 -1.031093  -0.78
C 5.581956 0.356394 -1.871380  0.42
C 4.845735 1.010902 -2.868727  -0.65
C 3.516621 0.724699 -3.050289  -0.56
C 6.958335 0.561708 -1.749214  0.08
N 8.101553 0.699870 -1.673515  -0.66
H 1.395360 -1.716772 -2.424089  0.60
H 1.150741 -0.310575 -3.512528  0.40
H 3.098780 -1.541496 -0.565974  0.32
H 5.468845 -1.035053 -0.235120  0.48
H 5.355870 1.722102 -3.507833  0.45
H 2.979120 1.208813 -3.854890  0.41
C 0.375048 -3.204031 5.088582  -1.52
C 1.337291 -3.077492 3.959072  0.77
C 1.801144 -4.139502 3.222169  -0.82
C 2.646562 -3.862015 2.126473  1.24
N 3.114863 -2.666821 1.884097  -0.27
C 2.727268 -1.635286 2.641460  -0.45
S 3.352320 -0.120394 2.475967  -0.45
N 1.818237 -1.857508 3.666658  0.19
C 3.045242 -4.951689 1.186327  -1.46
H 0.341456 -4.229123 5.447241  0.37
H -0.611694 -2.930850 4.716008  0.31
H 0.642045 -2.535397 5.904981  0.40
H 1.457308 -5.139844 3.419614  0.36
H 1.418957 -1.031674 4.097202  0.30
H 3.293079 -5.860652 1.730016  0.46
H 3.891661 -4.626623 0.589511  0.36
H 2.209846 -5.163444 0.519240  0.21

Cartesian forces (eV/Å) of the 3 atoms listed first:
La 2.26 0.51 -1.01
O -0.32 0.20 -0.34
C -0.33 -1.26 0.44

2.
Formula: C5H6O
Source: the OMol25 dataset
Level of theory: ωB97M-V with the def2-TZVPD basis set

Values from the calculation:
ΔE to the lowest compared entry with this formula, charge and spin: 74.14 kcal/mol
Frontier orbital gap: 10.191 eV

Each line ends with the Mulliken charge.
Atoms and positions in Å:
C -0.431862 1.151380 -2.779371  -0.92
C 0.352704 0.177147 -2.600522  0.79
O 1.206570 -0.588723 -2.337501  -0.39
H -0.508161 2.058872 -2.070537  0.22
H -1.136435 1.138509 -3.521116  0.29
C -0.686998 1.130408 1.262101  -0.01
C -0.956624 0.113418 0.737797  -0.14
C -1.370369 -1.153081 0.211050  -1.25
H -0.386041 2.116733 1.511912  0.43
H -2.002390 -1.007434 -0.573483  0.36
H -1.907915 -1.762164 0.986802  0.29
H -0.483814 -1.546582 -0.141081  0.33

Cartesian forces (eV/Å) of the 3 atoms listed first:
C -1.28 3.74 1.91
C 3.71 -2.17 1.62
O -1.41 0.47 -0.62

3.
Formula: C4H10NO
Source: the OMol25 dataset
Level of theory: ωB97M-V with the def2-TZVPD basis set

Values from the calculation:
Net charge: +1
ΔE to the lowest compared entry with this formula, charge and spin: 20.24 kcal/mol
Frontier orbital gap: 9.502 eV

Each line ends with the Mulliken charge.
Atoms and positions in Å:
N 0.265417 -0.587928 2.077856  -0.33
C 0.813903 0.407025 1.041819  -0.50
C -0.169528 0.601183 -0.093799  -0.69
C 0.165205 -0.053342 -1.429828  -0.58
C -1.060173 -0.126952 -2.326775  -0.01
O -2.167143 0.123624 -1.947265  -0.44
H 0.081709 -0.106470 2.957536  0.33
H 0.912520 -1.353080 2.272093  0.36
H -0.611462 -1.004039 1.757139  0.36
H 1.797987 0.028414 0.801086  0.40
H 0.929840 1.324078 1.599549  0.30
H -1.131484 0.158467 0.201975  0.36
H -0.467032 1.632820 -0.244215  0.41
H 0.945743 0.446627 -2.024565  0.35
H 0.550953 -1.069931 -1.279027  0.31
H -0.856452 -0.420490 -3.363572  0.37

Cartesian forces (eV/Å) of the 3 atoms listed first:
N 0.00 -0.06 -0.03
C -0.15 0.13 0.44
C -0.72 -0.60 -0.44

4.
Formula: N2O6S2
Source: the OMol25 dataset
Level of theory: ωB97M-V with the def2-TZVPD basis set

Values from the calculation:
Net charge: -2
ΔE to the lowest compared entry with this formula, charge and spin: 2.39 kcal/mol
Frontier orbital gap (spin up / spin down): 7.048 / 7.048 eV

Each line ends with the Mulliken charge.
Atoms and positions in Å:
N 0.846419 0.256231 -0.138078  -0.26
N -1.752347 -2.304439 0.293364  0.12
O 1.533505 2.379357 0.887994  -0.68
O -1.025021 -3.172188 0.824930  -0.48
O -2.609256 -2.537634 -0.592356  -0.53
O -1.303237 0.902608 1.156897  -0.52
O 0.919475 2.473996 -1.469255  -0.70
O 2.889962 1.289852 -0.797265  -0.68
S -0.338735 -0.158961 0.752782  0.56
S 1.582673 1.719551 -0.400475  1.17

Cartesian forces (eV/Å) of the 3 atoms listed first:
N -1.90 -1.52 1.08
N -0.20 0.99 -0.04
O -0.02 0.22 0.46

5.
Formula: CF4IrNO2S2
Source: the OMol25 dataset
Level of theory: ωB97M-V with the def2-TZVPD basis set

Values from the calculation:
Multiplicity: 5
Net charge: +2
Frontier orbital gap (spin up / spin down): 9.013 / 6.377 eV

Each line ends with the Mulliken charge.
Atoms and positions in Å:
Ir 1.461796 1.997913 1.481123  1.42
F -0.091508 2.835434 -0.067850  -0.42
N -0.977851 0.234982 -0.529652  -0.09
S -1.583702 1.707824 -0.474303  0.90
O -2.512816 1.853291 -1.593845  -0.19
S -0.298492 -0.451523 0.787998  0.56
O 0.978783 0.303292 1.212556  -0.54
C 0.606699 -1.873282 -0.073468  0.78
F 0.884584 -2.756575 0.868581  -0.13
F -0.194836 -2.387343 -0.981727  -0.14
F 1.727343 -1.464013 -0.629413  -0.15

Cartesian forces (eV/Å) of the 3 atoms listed first:
Ir 1.18 4.45 0.50
F -0.40 -0.99 -0.36
N 0.63 0.97 0.48

6.
Formula: C12H21IrS
Source: the OMol25 dataset
Level of theory: ωB97M-V with the def2-TZVPD basis set

Values from the calculation:
Net charge: +2
Frontier orbital gap: 7.930 eV

Each line ends with the Mulliken charge.
Atoms and positions in Å:
Ir -0.357341 -0.335479 -0.189185  0.44
C 0.705993 0.064220 1.558507  0.48
C 1.582195 -0.662990 0.678041  0.56
C 1.787860 0.125888 -0.503136  0.70
C 1.040452 1.327261 -0.375575  0.57
C 0.329676 1.289383 0.888367  0.28
C -0.455336 2.368446 1.545015  -1.33
C 0.979467 2.453474 -1.331673  -1.56
C 2.653515 -0.246297 -1.648304  -1.45
C 2.189479 -1.989710 0.926577  -1.55
C 0.320895 -0.263523 2.955296  -1.36
H 0.205776 2.961177 2.183089  0.34
H -1.237807 1.954550 2.178897  0.36
H -0.911388 3.042623 0.821939  0.40
H 1.821925 3.119295 -1.109890  0.36
H 0.066013 3.032724 -1.222565  0.38
H 1.088554 2.128256 -2.365547  0.46
H 2.109291 -0.874142 -2.360079  0.34
H 3.511618 -0.822749 -1.304786  0.42
H 2.998182 0.636193 -2.183173  0.45
H 3.217258 -1.829438 1.271816  0.37
H 2.242179 -2.590373 0.019118  0.42
H 1.664905 -2.543839 1.700986  0.39
H 0.942442 0.317983 3.641986  0.34
H 0.462662 -1.317557 3.186599  0.40
H -0.717068 0.003487 3.151976  0.35
C -3.018045 -0.264420 -2.343080  -0.91
S -2.016688 -1.511319 -1.476587  0.02
C -3.223912 -2.240299 -0.329898  -0.91
H -3.801496 -0.812000 -2.863548  0.40
H -2.374868 0.227011 -3.068716  0.36
H -3.444918 0.450825 -1.647000  0.35
H -3.655163 -1.488404 0.324138  0.35
H -2.713795 -3.012795 0.240412  0.38
H -3.992521 -2.697463 -0.950027  0.39

Cartesian forces (eV/Å) of the 3 atoms listed first:
Ir -0.09 -0.54 -1.05
C 0.55 0.78 0.55
C -0.13 -0.15 0.26

7.
Formula: C6H27B3NNa
Source: the OMol25 dataset
Level of theory: ωB97M-V with the def2-TZVPD basis set

Values from the calculation:
Net charge: -2
ΔE to the lowest compared entry with this formula, charge and spin: 13.51 kcal/mol
Frontier orbital gap: 5.476 eV

Each line ends with the Mulliken charge.
Atoms and positions in Å:
Na -0.291287 -0.034251 1.094610  -0.27
B -3.154037 -0.122949 -0.302616  0.39
H -2.071334 -0.667402 -0.231488  -0.31
H -3.805506 -0.506097 0.636810  -0.31
H -2.966690 1.080594 -0.229670  -0.22
H -3.760121 -0.349809 -1.346640  -0.30
B -1.138410 -2.476695 2.098176  0.54
H -1.540772 -3.333328 2.873194  -0.27
H -0.123792 -2.023276 2.574779  -0.30
H -0.876113 -2.998015 1.022598  -0.34
H -1.992945 -1.652696 2.022985  -0.17
B -1.532742 1.285024 2.845782  0.68
H -2.246644 0.599549 2.205276  -0.26
H -0.862626 1.879824 2.050824  -0.37
H -2.147093 2.019040 3.595698  -0.28
H -0.808961 0.587129 3.488233  -0.27
C 1.986929 -2.039112 -0.330044  -0.76
C 1.545728 -1.307093 -1.588353  -0.78
N 1.136453 0.068045 -1.310942  0.54
C 0.143646 0.616564 -2.209355  -0.87
C -0.485444 1.918671 -1.705683  -0.92
C 2.325848 0.931742 -1.182508  -0.77
C 2.454058 1.566726 0.192720  -1.21
H 1.265924 -1.818696 0.456375  -0.05
H 2.945268 -1.666926 0.047266  0.25
H 1.992922 -3.118530 -0.461185  0.37
H 2.330625 -1.282974 -2.368213  0.39
H 0.736863 -1.874752 -2.052859  0.44
H 0.585888 0.808125 -3.213498  0.35
H -0.663942 -0.095219 -2.379949  0.54
H -0.601758 1.843294 -0.623519  0.09
H 0.134759 2.796455 -1.909781  0.31
H -1.494257 2.051873 -2.087075  0.39
H 2.225195 1.725516 -1.930442  0.38
H 3.227851 0.347928 -1.385710  0.45
H 3.414019 2.094836 0.258459  0.45
H 2.436868 0.839898 1.005647  0.22
H 1.675630 2.306988 0.380100  0.29

Cartesian forces (eV/Å) of the 3 atoms listed first:
Na -1.03 -0.45 0.31
B -0.19 0.45 -0.13
H 0.39 -0.30 -0.38

8.
Formula: C3H9NO3
Source: the OMol25 dataset
Level of theory: ωB97M-V with the def2-TZVPD basis set

Values from the calculation:
ΔE to the lowest compared entry with this formula, charge and spin: 37.21 kcal/mol
Frontier orbital gap: 10.669 eV

Each line ends with the Mulliken charge.
Atoms and positions in Å:
N 0.000000 0.000000 0.000000  -0.64
C -1.274369 -0.606200 0.396800  -0.57
C -1.703719 0.046550 1.705429  -0.40
O -0.929340 -0.418470 2.789279  -0.22
C -1.392079 -0.206970 4.096488  0.10
O -2.419879 0.388060 4.404878  -0.47
H 0.771010 -0.473880 0.483380  0.29
H 0.112530 1.000510 0.197440  0.22
H -1.344959 -1.707479 0.484320  0.31
H -2.003799 -0.282090 -0.370230  0.32
H -1.717419 1.153230 1.682619  0.32
H -2.748559 -0.300680 1.820269  0.31
H -0.665300 -0.516800 4.873309  0.36
O 0.982350 -0.800920 -2.431949  -0.72
H 0.642800 -0.432220 -1.585179  0.50
H 1.518159 -1.581969 -2.165249  0.29

Cartesian forces (eV/Å) of the 3 atoms listed first:
N 1.54 -1.18 0.00
C -0.22 2.17 0.35
C -2.43 -0.56 -0.18